[1]
Molecular formula: C10H27N8Pd
Method: DFT, ωB97M-V with the def2-TZVPD basis set

Geometry as XYZ:
```
46
Properties=species:S:1:pos:R:3:forces:R:3:lowdin_charge:R:1
Pd -0.7078 0.4248 -0.1242 -0.5 -0.7 1.1 0.217
C -3.7370 -1.3079 4.3303 -0.1 0.1 0.0 -0.059
N -2.9628 -1.5528 3.1204 0.2 -0.1 0.1 -0.180
C -3.4681 -2.6771 2.3573 0.0 0.0 -0.1 -0.077
C -2.4456 -0.4835 2.3914 -0.3 -0.1 -0.1 -0.446
N -2.5208 -0.3284 1.1330 0.2 0.3 -0.2 0.096
N -1.7626 0.4186 3.2039 0.0 -0.1 0.1 0.124
C -1.1444 1.6141 2.8707 0.1 0.4 0.0 -0.522
N -0.7058 2.2800 4.0085 0.1 -0.2 0.1 0.124
N -0.9625 2.0133 1.6776 -0.1 -0.3 -0.2 0.082
H -3.7958 -2.2317 4.9035 0.0 0.0 0.0 0.089
H -4.7582 -0.9819 4.0962 0.0 0.0 0.0 0.097
H -3.2858 -0.5507 4.9657 0.0 0.0 0.0 0.073
H -3.5062 -3.5511 3.0062 0.0 0.0 0.0 0.089
H -2.7954 -2.9029 1.5324 0.0 0.0 0.0 0.088
H -4.4754 -2.4976 1.9607 0.0 0.0 0.0 0.097
H -3.1108 -0.9944 0.6607 -0.2 -0.2 0.2 0.043
H -1.5284 0.0669 4.1151 0.1 -0.1 0.0 0.129
H -1.2465 2.1745 4.8517 -0.1 0.0 0.0 0.092
H -0.3720 3.2157 3.8641 0.0 0.1 0.0 0.092
H -0.5413 2.9310 1.6281 0.0 0.1 0.2 0.051
N 4.5215 0.8612 -2.6904 -0.2 -0.1 -0.1 0.230
C 3.0598 0.5239 -2.4715 -0.3 -0.1 -0.1 -0.315
C 2.2085 1.1155 -3.5779 -0.1 0.1 0.1 -0.113
C 0.7385 0.9975 -3.1150 0.1 0.0 0.0 -0.382
N 0.5628 1.8230 -1.9206 0.1 -0.1 -0.2 0.000
C 0.3960 -0.4705 -2.8308 0.0 0.0 0.2 -0.123
C 1.4061 -1.2795 -1.9865 0.1 0.0 0.0 -0.352
N 1.1605 -1.1103 -0.5567 0.1 0.1 -0.3 0.005
C 2.8718 -0.9774 -2.3977 -0.1 0.0 0.1 -0.108
H 4.6408 1.8701 -2.7753 0.1 0.1 0.0 0.171
H 4.8462 0.4242 -3.5538 0.1 0.0 0.0 0.173
H 5.0977 0.5204 -1.9216 0.1 0.0 0.0 0.172
H 2.7547 1.0015 -1.5387 0.2 0.1 0.0 0.141
H 2.3509 0.5650 -4.5126 0.1 0.0 0.0 0.130
H 2.4524 2.1691 -3.7513 0.0 0.0 0.0 0.123
H 0.1062 1.3265 -3.9473 0.0 0.0 0.0 0.140
H 0.5082 2.8081 -2.1567 -0.1 0.0 0.0 0.079
H -0.3422 1.5671 -1.4068 0.4 0.5 -0.6 -0.002
H 0.2233 -0.9822 -3.7808 0.1 0.0 0.0 0.123
H -0.5479 -0.4910 -2.2594 0.0 0.0 -0.1 0.085
H 1.2354 -2.3331 -2.2091 -0.1 0.0 0.0 0.142
H 1.5336 -0.2519 -0.1631 0.0 0.0 0.0 0.050
H 1.4266 -1.9014 0.0098 0.0 0.0 0.0 0.082
H 3.0805 -1.4222 -3.3773 0.0 0.0 0.0 0.128
H 3.5414 -1.4327 -1.6622 0.0 0.0 0.0 0.121
```
Positions in Å, forces in eV/Å.

The calculation puts the energy above the lowest of the compared OMol25 structures with the same formula, charge and spin at 30.18 kcal per mole. The value obtained for the max |F| is 0.026 hartree/bohr. The HOMO-LUMO gap is 0.174 Eh. The calculation puts the HOMO energy at -7.82 eV. As for the total charge: +1.

---

[2]
Molecular formula: CH4NO
Method: DFT, ωB97M-V with the def2-TZVPD basis set

Geometry as XYZ:
```
7
Properties=species:S:1:pos:R:3:forces:R:3:lowdin_charge:R:1
N 0.2218 -0.9204 0.1136 0.4 0.5 1.5 -0.063
C -0.0197 0.5931 0.1434 -1.2 -0.4 -1.2 -0.642
O -0.2979 1.0888 -1.0641 0.1 0.1 0.0 -0.400
H -0.6173 -1.4771 0.1501 -0.3 0.2 -0.4 -0.002
H 0.6838 -1.0603 -0.7627 0.0 -0.2 -0.6 0.002
H -0.8852 0.7911 0.8601 0.7 -0.4 0.1 0.063
H 0.9147 0.9849 0.5595 0.3 0.2 0.5 0.042
```
Positions in Å, forces in eV/Å.

The calculation puts the energy above the lowest of the compared OMol25 structures with the same formula, charge and spin at 3.81 kcal per mole. The value obtained for the max |F| is 0.034 hartree/bohr. The HOMO-LUMO gap is 0.275 Eh. The calculation puts the HOMO energy at -2.06 eV. As for the total charge: -1.

---

[3]
Molecular formula: C37H29N5STc
Method: DFT, ωB97M-V with the def2-TZVPD basis set

Geometry as XYZ:
```
73
Properties=species:S:1:pos:R:3:forces:R:3:mulliken_spin:R:1
Tc 0.8310 1.0228 -0.5858 -0.1 -0.1 0.2 1.029
N -2.5403 -6.6933 5.3256 0.0 0.0 0.0 0.000
C -2.1920 -5.8216 4.6650 0.0 0.0 0.0 0.000
C -1.7510 -4.7320 3.8364 0.0 0.0 0.0 0.000
C -0.3936 -4.4286 3.7572 0.0 0.0 0.0 0.000
C 0.0287 -3.3765 2.9647 0.0 0.0 0.0 0.000
C -0.8984 -2.6355 2.2322 0.0 0.0 0.0 -0.002
C -2.2547 -2.9478 2.3105 0.0 0.0 0.0 0.000
C -2.6827 -3.9867 3.1176 0.0 0.0 0.0 0.000
C -0.4306 -1.5221 1.3756 0.0 0.0 0.0 0.003
C 0.2365 -0.4551 1.9920 0.0 0.0 0.0 -0.001
C 0.4526 -0.2547 3.3602 0.0 0.0 0.0 -0.005
C 1.1205 0.9624 3.5196 0.0 0.0 0.0 0.002
C 1.2803 1.4897 2.2558 0.0 0.0 0.0 0.007
N 0.7472 0.6590 1.3128 0.1 -0.1 0.1 -0.018
C -0.6754 -1.5914 0.0013 -0.1 0.1 0.0 0.020
C -1.3457 -2.6070 -0.7078 0.0 0.0 0.0 0.062
C -1.3532 -2.2478 -2.0483 0.0 0.0 0.0 0.008
C -0.6581 -1.0440 -2.1326 -0.1 0.1 0.0 0.059
N -0.2511 -0.6284 -0.9157 0.1 -0.2 -0.1 -0.125
H 0.3204 -5.0161 4.3180 0.0 0.0 0.0 0.000
H 1.0832 -3.1415 2.8938 0.0 0.0 0.0 0.001
H -2.9783 -2.3610 1.7596 0.0 0.0 0.0 -0.001
H -3.7345 -4.2238 3.1965 0.0 0.0 0.0 0.000
H 0.1352 -0.9215 4.1455 0.0 0.0 0.0 0.000
H 1.4374 1.4146 4.4441 0.0 0.0 0.0 0.000
H 1.7327 2.4265 1.9624 0.0 0.0 0.0 -0.003
H -1.7629 -3.4999 -0.2719 0.0 0.0 0.0 0.001
H -1.7991 -2.7861 -2.8686 0.0 0.0 0.0 0.000
H -0.4588 -0.4441 -3.0099 0.0 0.0 0.0 0.003
C -4.8275 5.0777 -1.8858 0.0 0.0 0.0 -0.007
C -3.4959 5.4896 -1.9058 -0.1 0.0 0.0 0.002
C -2.4896 4.5773 -1.6845 0.1 -0.1 0.0 -0.004
C -2.8067 3.2282 -1.4452 0.0 0.0 0.0 -0.003
C -4.1534 2.8272 -1.4465 0.1 0.0 0.0 -0.004
C -5.1578 3.7474 -1.6568 0.0 0.1 0.0 0.002
C -1.8192 2.2111 -1.2153 0.1 0.0 0.0 0.025
C -0.4801 2.3480 -0.9999 -0.1 0.2 -0.4 -0.068
C 0.4403 3.4870 -0.8236 0.1 -0.1 0.1 -0.005
C 0.4039 4.3037 0.3249 -0.1 -0.1 0.0 0.009
C 1.3602 5.2764 0.5143 0.0 0.0 0.0 -0.005
C 2.3897 5.4412 -0.4167 0.0 0.0 0.0 0.010
C 2.4517 4.6418 -1.5429 0.0 0.0 0.0 -0.013
C 1.4784 3.6688 -1.7499 0.0 0.1 0.0 0.022
H -5.6125 5.8023 -2.0580 0.0 0.0 0.0 0.000
H -3.2543 6.5257 -2.0982 0.0 0.0 0.0 0.000
H -1.4594 4.9029 -1.7141 0.0 0.0 0.0 -0.002
H -4.3982 1.7857 -1.2749 0.0 0.0 0.0 0.000
H -6.1929 3.4361 -1.6491 0.0 0.0 0.0 0.000
H -2.2029 1.1947 -1.1970 0.0 0.0 0.0 0.011
H -0.3941 4.1667 1.0454 0.0 0.0 0.0 0.001
H 1.3169 5.9136 1.3875 0.0 0.0 0.0 0.000
H 3.1390 6.2048 -0.2560 0.0 0.0 0.0 0.000
H 3.2419 4.7801 -2.2680 0.0 0.0 0.0 0.000
H 1.4803 3.0844 -2.6618 0.0 0.0 0.0 -0.001
N 2.2438 -0.3682 -4.1047 0.1 0.0 0.0 0.000
C 2.4991 -0.7811 -2.8666 0.0 -0.3 0.3 0.016
S 2.8676 0.4378 -1.6611 -0.2 0.4 -0.4 -0.025
N 2.4997 -2.0703 -2.5961 0.1 0.0 0.0 -0.001
C 2.7384 -2.7224 -1.3318 0.0 0.0 0.0 -0.002
C 3.8414 -2.4116 -0.5512 0.0 0.0 0.0 0.000
C 4.0318 -3.0957 0.6399 0.0 0.0 0.0 0.000
C 3.1457 -4.0916 1.0285 0.0 0.0 0.0 0.000
C 2.0670 -4.4173 0.2188 0.0 0.0 0.0 -0.001
C 1.8608 -3.7324 -0.9688 0.0 0.0 0.0 0.003
H 2.3856 0.6038 -4.3250 0.0 0.0 0.0 0.000
H 2.1684 -1.0131 -4.8787 0.0 0.0 0.0 0.001
H 2.2646 -2.7014 -3.3534 0.0 0.0 0.0 0.001
H 4.5599 -1.6715 -0.8722 0.0 0.0 0.0 0.001
H 4.8948 -2.8672 1.2502 0.0 0.0 0.0 0.000
H 3.3145 -4.6352 1.9487 0.0 0.0 0.0 0.000
H 1.3905 -5.2124 0.5032 0.0 0.0 0.0 0.000
H 1.0233 -3.9812 -1.6078 0.0 0.0 0.0 -0.002
```
Positions in Å, forces in eV/Å.

The calculation puts the energy above the lowest of the compared OMol25 structures with the same formula, charge and spin at 0.00 kcal per mole. The value obtained for the max |F| is 0.012 hartree/bohr. The HOMO-LUMO gap (spin up / spin down) is 0.224 / 0.234 Eh. The calculation puts the HOMO energy (spin up / spin down) at -13.75 / -13.74 eV. As for the total charge: +2. Its spin multiplicity is 2.

---

> Number 2 is which compound?

CH4NO

---

> Among the records above, which one has the lowest total charge?

CH4NO

---

> Which of these has the highest total charge?

C37H29N5STc

---

> Which of these has the highest max |F|?

CH4NO